Molecular formula: C39H31DyN8O2
Method: DFT, ωB97M-V with the def2-TZVPD basis set

Structure (XYZ):
```
81
Properties=species:S:1:pos:R:3:forces:R:3
Dy 0.24030 -0.76841 -0.25911 0.0031 -0.8853 -1.1699
C -2.05740 -3.06268 -3.45773 0.0834 0.0315 -0.0511
C -1.21498 -3.00336 -2.20328 0.0458 -0.0041 0.0722
O -0.61389 -1.89536 -1.96454 -0.2812 -0.0718 -0.2137
C -1.13918 -4.11616 -1.38943 -0.0050 -0.0715 0.1118
C -0.40549 -4.17394 -0.16696 -0.0684 -0.0428 -0.0465
C -0.30726 -5.47423 0.57643 -0.0374 -0.0561 -0.0384
N 0.15208 -3.10249 0.31544 0.3611 0.4957 0.0999
N 0.78408 -3.21350 1.55553 -0.2710 -0.1456 0.1191
C 1.61120 -2.23860 1.75904 0.3960 -0.1106 -0.0013
O 1.97345 -1.34799 0.86072 0.3418 -0.3101 0.8118
C 2.15696 -2.09427 3.13870 0.1212 0.1097 -0.0476
C 2.76346 -0.89463 3.49926 0.0440 -0.0024 0.0233
C 3.22785 -0.70245 4.79440 -0.0084 -0.0349 -0.0008
C 3.10024 -1.71492 5.73452 -0.0052 0.0098 -0.0341
C 2.50685 -2.91989 5.37387 -0.0107 -0.0061 -0.0190
C 2.03362 -3.10913 4.08527 -0.0298 0.0077 0.0250
H -2.04271 -2.09098 -3.94704 -0.0056 -0.0136 -0.0005
H -3.08740 -3.32847 -3.21629 0.0057 -0.0084 -0.0114
H -1.67194 -3.81585 -4.14727 -0.0118 0.0100 0.0083
H -1.64227 -5.01614 -1.71879 0.0091 0.0078 0.0396
H -0.98399 -6.21354 0.15148 0.0178 0.0016 -0.0026
H -0.53068 -5.31717 1.63151 -0.0129 -0.0102 -0.0142
H 0.71361 -5.85822 0.52508 -0.0165 0.0145 0.0134
H 2.87184 -0.12284 2.74747 -0.0044 -0.0058 0.0131
H 3.69562 0.23537 5.06893 -0.0070 -0.0112 -0.0149
H 3.46597 -1.57013 6.74351 -0.0038 -0.0018 -0.0109
H 2.41247 -3.71505 6.10319 0.0032 0.0087 -0.0100
H 1.55939 -4.03646 3.79320 0.0057 0.0093 0.0164
C -3.75553 -3.44865 3.09310 0.0466 0.0417 0.0539
C -3.21056 -2.57963 4.03614 -0.0636 -0.0781 -0.0340
C -2.36022 -1.56625 3.64051 0.1304 0.1328 0.0282
C -2.05653 -1.42375 2.29019 -0.0994 -0.1652 -0.1679
C -2.58641 -2.29605 1.34741 0.0076 0.1318 -0.0786
C -3.44380 -3.30569 1.74991 -0.0382 -0.0640 0.0182
N -1.17086 -0.42131 1.79097 -0.0344 -0.1346 0.0358
N -0.99902 0.54055 2.54063 -0.1094 0.4295 0.5578
C -0.09390 1.55710 2.12821 0.1445 0.1767 -0.0140
C -0.10354 2.69847 2.90943 -0.1045 0.0335 0.1561
C 0.76790 3.72777 2.59044 0.0219 -0.0065 -0.0139
C 1.62584 3.56217 1.51811 -0.0239 0.0028 0.0405
C 1.56902 2.37693 0.79600 0.1305 -0.0103 -0.1110
N 0.72115 1.39936 1.08666 -0.3733 -0.2906 0.0769
H -4.41351 -4.24695 3.41165 0.0015 0.0148 0.0076
H -3.44499 -2.70313 5.08513 0.0108 -0.0076 -0.0048
H -1.90675 -0.89996 4.36125 -0.0191 -0.0047 -0.0025
H -2.33051 -2.19012 0.29890 -0.0367 -0.0358 0.0102
H -3.85093 -3.98912 1.01612 0.0056 0.0308 -0.0069
H -0.78847 2.75212 3.74459 0.0396 0.0180 -0.0153
H 0.78558 4.63534 3.17891 -0.0138 -0.0034 -0.0014
H 2.33649 4.32783 1.23987 -0.0010 -0.0122 -0.0068
H 2.23026 2.20503 -0.04612 -0.0250 -0.0093 0.0112
N 0.38530 7.82311 -6.47797 -0.0050 -0.0344 0.0239
C 0.34877 6.87364 -5.83145 -0.0066 -0.0923 0.0388
C 0.30707 5.68473 -5.01549 0.0071 0.1059 -0.0099
C 0.39582 4.42735 -5.60544 0.0061 -0.0326 -0.0395
C 0.37033 3.29276 -4.81192 0.0027 -0.0193 -0.0217
C 0.24460 3.40163 -3.43156 0.0035 -0.0209 0.0623
C 0.14680 4.66160 -2.84861 -0.0225 0.0003 -0.0106
C 0.18326 5.80169 -3.63283 -0.0018 0.0062 0.0182
C 0.22188 2.17603 -2.57169 -0.0602 -0.0080 -0.0097
C 1.45483 1.52327 -2.44425 0.0507 -0.0738 -0.0650
C 2.68913 1.97698 -2.99351 0.0262 0.0167 0.0240
C 3.64985 1.05712 -2.64140 0.0175 0.0187 -0.0212
C 2.98093 0.06260 -1.89318 -0.0057 0.0673 -0.0089
N 1.68629 0.32792 -1.76590 -0.0741 0.3248 -0.1184
C -1.02808 1.86092 -2.02279 0.0574 0.0574 -0.0294
C -2.25064 2.51103 -2.36472 -0.0419 -0.0216 0.0312
C -3.24895 1.88159 -1.66152 -0.0074 0.0171 -0.0100
C -2.60819 0.87294 -0.90632 0.0193 0.0621 -0.0034
N -1.29786 0.84575 -1.10819 -0.2257 0.5601 -0.1409
H 0.48711 4.34493 -6.67993 0.0013 -0.0045 0.0042
H 0.44594 2.31009 -5.26036 0.0007 0.0226 -0.0043
H 0.04063 4.74032 -1.77346 0.0015 0.0112 -0.0181
H 0.11339 6.78346 -3.18444 0.0039 -0.0084 0.0098
H 2.83012 2.87671 -3.57194 0.0057 -0.0236 0.0271
H 4.70103 1.07567 -2.88099 -0.0260 -0.0080 -0.0138
H 3.41088 -0.82578 -1.45182 -0.0406 0.0128 0.0664
H -2.36001 3.32359 -3.06555 0.0044 -0.0174 0.0209
H -4.30550 2.09655 -1.67325 0.0194 -0.0054 -0.0112
H -3.08724 0.18123 -0.22465 0.0340 -0.0169 0.0025
```
Positions in Å, forces in eV/Å.

Computed properties:
Energy relative to the best compared isomer or geometry (same formula, charge and spin) = 35.2 kJ/mol
2S+1 = 6
E = -2978.46134 Ha
⟨S²⟩ = 9.326
LUMO level (spin up / spin down) = -0.056 / -0.056 Eh


Molecular formula: C39H31IN6O4ReS2
Method: DFT, ωB97M-V with the def2-TZVPD basis set

Structure (XYZ):
```
84
Properties=species:S:1:pos:R:3:forces:R:3
Re 0.04299 -0.31761 -0.04985 0.4729 -0.3694 0.0519
C 1.66000 -0.06871 4.22712 0.0141 -0.0017 -0.0442
C 0.49592 0.83064 3.95304 -0.0010 0.0013 -0.0337
N 0.00164 1.55694 4.92780 -0.0667 0.0500 -0.0455
C -1.04723 2.36208 4.68686 -0.0321 0.0402 0.0236
C -1.66703 2.48636 3.46664 0.1173 -0.0195 -0.0329
C -2.80510 3.45870 3.28447 -0.0601 0.0325 0.0401
O -3.97407 2.83420 2.76276 -0.0119 -0.0100 0.0130
C -1.16403 1.70455 2.39200 -0.1667 0.0086 0.0289
C -1.79388 1.81575 1.09751 0.1090 -0.1580 0.0426
N -1.47744 1.21338 -0.01240 -0.4483 0.2021 -0.0477
C -2.25874 1.61673 -1.17051 0.1220 0.0904 0.0714
C -2.99128 2.80920 -1.20032 0.0637 -0.0701 -0.0632
C -3.77301 3.14237 -2.29134 0.0023 0.0221 0.0246
C -3.83748 2.31274 -3.39927 0.0051 -0.0332 -0.0077
C -3.07958 1.15579 -3.42231 0.0145 0.0747 0.0834
C -2.29955 0.83588 -2.31984 -0.1636 0.1274 -0.0822
I -1.08380 -0.83427 -2.49265 0.0364 -0.1864 -0.1367
C -0.07418 0.88378 2.65838 0.0633 -0.1927 0.1445
O 0.49943 0.13162 1.71699 0.0067 0.4702 0.1147
H 2.04252 0.13978 5.22143 0.0059 -0.0008 0.0173
H 2.45312 0.06960 3.48974 0.0103 0.0055 0.0082
H 1.35693 -1.11640 4.17680 -0.0035 -0.0215 -0.0047
H -1.39415 2.93961 5.53519 -0.0240 0.0181 0.0051
H -2.52891 4.24268 2.57364 0.0236 -0.0337 0.0191
H -3.00804 3.95861 4.23283 0.0088 -0.0189 -0.0175
H -4.53189 2.54246 3.49076 -0.0133 -0.0050 -0.0176
H -2.65750 2.46275 1.08399 0.0282 0.0562 0.0116
H -2.94720 3.51518 -0.38581 0.0193 0.0185 0.0252
H -4.32648 4.07065 -2.27439 -0.0092 0.0077 -0.0047
H -4.45145 2.57357 -4.24906 -0.0059 0.0010 -0.0225
H -3.08838 0.52015 -4.29633 0.0103 -0.0423 -0.0098
O 2.38312 -0.81744 -2.09207 0.0363 -0.0077 -0.0658
S 2.52468 -1.99522 -1.29299 -0.2847 -0.1357 0.0097
O 2.56153 -3.28524 -1.89868 0.0141 0.0009 -0.0094
N 1.11512 -1.93195 -0.26661 0.0438 0.1317 -0.1298
C 0.65511 -3.13354 0.34357 -0.0185 -0.1413 0.0471
C 1.26153 -4.36671 0.37921 -0.0808 0.0159 0.1048
C 0.64019 -5.44886 1.04382 -0.0237 0.0809 -0.0127
C -0.58669 -5.32119 1.62632 -0.0065 0.0349 -0.0123
C -1.26274 -4.07694 1.56581 0.0695 -0.1000 0.0258
C -2.56208 -3.86069 2.06330 -0.0251 0.0417 -0.0143
C -3.15418 -2.63381 1.90505 0.0858 0.0487 -0.0323
C -2.44465 -1.61528 1.26138 -0.0688 -0.0032 0.1403
N -1.21182 -1.78155 0.80711 -0.2110 0.0084 -0.1022
C -0.61963 -2.99828 0.94217 0.1408 -0.1197 -0.0909
C 3.84513 -1.80061 -0.16521 0.0622 0.0113 0.0053
C 4.44505 -2.91816 0.40202 0.0305 -0.0302 0.0220
C 5.49190 -2.73599 1.29113 -0.0177 -0.0150 -0.0188
C 5.93317 -1.45546 1.59308 0.0144 0.0134 0.0067
C 5.34567 -0.34767 0.99577 -0.0269 0.0101 -0.0150
C 4.29734 -0.51540 0.10723 0.0157 0.0209 0.0395
H 2.19886 -4.54160 -0.11525 0.0298 -0.0077 -0.0121
H 1.15351 -6.39934 1.06454 0.0068 -0.0230 0.0018
H -1.06352 -6.16087 2.11328 -0.0059 -0.0112 0.0096
H -3.08980 -4.67015 2.55065 -0.0009 -0.0195 0.0159
H -4.15317 -2.43713 2.26307 -0.0255 0.0059 0.0032
H -2.88725 -0.63784 1.12563 -0.0198 -0.0086 -0.0226
H 4.13162 -3.91466 0.13042 0.0051 -0.0058 -0.0183
H 5.97648 -3.59481 1.73326 0.0007 -0.0189 0.0010
H 6.75787 -1.32171 2.27974 0.0071 0.0029 0.0105
H 5.72009 0.64470 1.20650 0.0038 0.0145 -0.0018
H 3.85780 0.32868 -0.40062 -0.0155 0.0356 -0.0317
S 4.09052 4.75892 -1.93361 -0.1699 0.0159 -0.1378
C 3.01099 3.47909 -1.40066 0.0819 0.0647 0.0931
C 2.89251 3.08063 -0.06973 -0.0997 0.0742 0.0551
C 2.05673 2.03892 0.25737 -0.0897 0.0271 -0.0441
N 1.32535 1.35724 -0.64944 0.3159 0.0237 0.0385
C 1.44723 1.74673 -1.92981 -0.0968 0.1100 -0.0579
C 2.25788 2.78135 -2.33942 0.0146 -0.1167 -0.0743
C 3.92108 5.89314 -0.57143 0.1790 -0.0150 0.2218
C 4.89235 5.95591 0.41784 -0.0249 0.0050 -0.1152
C 4.70216 6.84732 1.46589 0.0801 0.0080 0.0804
N 3.64458 7.64286 1.57182 0.0103 -0.0236 -0.0442
C 2.74047 7.59209 0.59865 -0.1040 0.0983 0.0457
C 2.82762 6.74286 -0.49348 0.0120 -0.0917 -0.0731
H 3.44898 3.57916 0.71190 -0.0155 -0.0040 0.0164
H 1.97383 1.71776 1.28318 0.0428 -0.0209 0.0223
H 0.86798 1.20374 -2.65930 0.0361 -0.0059 -0.0346
H 2.29805 3.04201 -3.38791 -0.0173 -0.0053 -0.0062
H 5.78123 5.34258 0.36842 0.0043 -0.0359 0.0138
H 5.43975 6.92059 2.25637 0.0063 0.0008 0.0075
H 1.90078 8.27081 0.69222 -0.0135 0.0038 -0.0051
H 2.06995 6.75305 -1.26464 -0.0150 -0.0061 -0.0096
```
Positions in Å, forces in eV/Å.

Computed properties:
Energy relative to the best compared isomer or geometry (same formula, charge and spin) = 20.9 kJ/mol
2S+1 = 2
E = -3306.15536 Ha
⟨S²⟩ = 0.773
Total charge = +2
LUMO level (spin up / spin down) = -0.271 / -0.257 Eh


The lowest 2S+1 belongs to which entry?
C39H31IN6O4ReS2


The highest energy relative to the best compared isomer or geometry (same formula, charge and spin) belongs to which entry?
C39H31DyN8O2


Among the records above, which one has the lowest energy relative to the best compared isomer or geometry (same formula, charge and spin)?
C39H31IN6O4ReS2


Which value of energy relative to the best compared isomer or geometry (same formula, charge and spin) does entry 1 give?
35.2 kJ/mol